60
Properties=species:S:1:pos:R:3:mulliken_charge:R:1 method="wB97M-V/def2-TZVPD" e_above_lowest_kcal_mol=111.51 e_lumo_ev="1.9 / 1.8" max_force_ev_per_a=3.46 total_charge=-1
V -0.03249 0.01931 0.36117 -0.716
C 0.64987 -2.61905 4.02846 -1.263
C -0.03789 -1.87887 2.92241 1.045
N 0.45087 -0.77804 2.34064 0.416
N 1.68880 -0.37443 2.84707 -0.951
C 2.33180 0.24773 1.92586 0.580
O 1.87352 0.42697 0.71066 -0.571
C 3.73027 0.67829 2.18837 0.288
C 4.27343 0.62375 3.47067 -0.292
C 5.58471 1.01116 3.69052 -0.599
C 6.36969 1.45888 2.63385 -0.371
C 5.83077 1.51965 1.35722 -0.620
C 4.51549 1.13483 1.13478 -0.397
C -1.25036 -2.35109 2.37743 -0.595
C -1.68311 -3.64841 2.08430 -0.317
C -2.25098 -4.04254 0.89712 -0.477
C -2.46822 -3.41274 -0.35739 0.096
C -2.33958 -2.20997 -1.00292 -1.335
N -1.57645 -1.45286 1.35560 -0.594
H 1.70494 -2.36896 4.07341 0.380
H 0.52953 -3.69263 3.87706 0.357
H 0.19444 -2.36398 4.98740 0.244
H 3.65007 0.27372 4.28232 0.439
H 5.99804 0.96693 4.69097 0.365
H 7.39510 1.76170 2.80794 0.360
H 6.43500 1.87042 0.52949 0.376
H 4.07690 1.18131 0.14728 0.441
H -1.55112 -4.42945 2.83034 0.331
H -2.51106 -5.09716 0.87662 0.248
H -2.77875 -4.15631 -1.09049 0.323
H -1.47100 -0.15504 -1.45176 0.194
Cl -1.98210 -0.91684 -0.00795 1.305
C -3.21121 0.44706 -0.05303 0.813
C -4.54501 0.38772 -0.37683 -0.983
C -5.22086 1.59134 -0.26566 -0.496
C -4.53646 2.74269 0.14186 -0.550
C -3.19228 2.72284 0.44184 0.460
Cl -2.38362 4.18696 0.90827 -0.236
C -2.42513 1.53411 0.36206 0.208
N -1.09853 1.39771 0.58351 -0.555
H -4.99829 -0.53422 -0.71162 0.474
H -6.27129 1.65798 -0.51460 0.369
H -5.06700 3.68266 0.21664 0.416
C -0.96527 2.71809 -4.81061 -0.427
C -0.91651 3.12839 -3.46088 -0.786
C -0.49261 2.26271 -2.49175 -0.499
C -0.09327 0.93793 -2.80690 1.027
C 0.33618 0.01553 -1.78279 -0.391
C 0.76757 -1.21871 -2.22187 0.328
C 0.70121 -1.64714 -3.56262 -0.952
C 0.24376 -0.78775 -4.51899 -0.852
C -0.13641 0.53353 -4.16671 1.149
C -0.58245 1.45210 -5.14977 -0.863
H -1.30697 3.40704 -5.57387 0.377
H -1.21635 4.13397 -3.19145 0.405
H -0.45559 2.56971 -1.45409 0.453
H 1.15075 -1.93195 -1.49299 0.378
H 1.01376 -2.65090 -3.82411 0.370
H 0.16922 -1.09163 -5.55750 0.334
H -0.61750 1.12591 -6.18397 0.340